# 1
Entry from the Open Molecules 2025 dataset: a molecular structure, C38H41N8O4RbS3 (wB97M-V/def2-TZVPD).

Structure (XYZ):
```
95
Properties=species:S:1:pos:R:3:forces:R:3
Rb 1.1403 1.3011 -2.4814 -0.005 -0.025 -0.128
S 4.1930 1.9856 -1.4169 0.031 -0.030 -0.082
C 3.7663 1.0433 -0.0543 -0.096 0.023 -0.016
N 4.5124 0.1753 0.5292 -0.001 -0.082 -0.021
N 3.8597 -0.5619 1.5744 0.001 0.092 0.034
C 4.0139 -0.0727 2.8947 -0.015 -0.024 -0.007
C 3.5429 -0.8704 3.9391 0.015 0.014 -0.005
C 3.6144 -0.4277 5.2483 -0.007 -0.008 0.003
C 4.1525 0.8206 5.5388 0.000 0.007 -0.003
C 4.6241 1.6091 4.4996 -0.003 -0.005 0.008
C 4.5611 1.1725 3.1834 -0.005 -0.004 -0.012
N 2.3759 1.2126 0.3227 -0.060 0.000 0.093
N 2.2327 1.8342 1.3771 0.081 -0.027 0.052
C 0.8862 2.0022 1.8088 -0.041 0.007 -0.043
C -0.1562 2.3268 0.9522 -0.092 -0.034 0.028
C -1.4354 2.5003 1.4676 0.017 0.013 -0.038
C -1.6688 2.3319 2.8259 0.011 0.002 0.021
C -0.6165 2.0124 3.6755 -0.031 0.000 0.009
C 0.6662 1.8680 3.1737 0.029 -0.006 -0.006
H 4.2546 -1.4931 1.5364 0.018 0.002 -0.010
H 3.0957 -1.8316 3.7096 0.001 -0.005 0.010
H 3.2387 -1.0565 6.0460 -0.001 -0.002 -0.003
H 4.2027 1.1710 6.5613 0.001 0.001 -0.001
H 5.0489 2.5826 4.7107 0.001 0.000 0.000
H 4.9192 1.7951 2.3772 0.006 0.003 0.005
H 0.0267 2.4796 -0.1030 0.049 -0.040 0.109
H -2.2458 2.7693 0.8004 -0.003 -0.001 0.001
H -2.6667 2.4643 3.2237 0.001 0.000 0.000
H -0.7947 1.8857 4.7354 -0.003 0.000 -0.001
H 1.5068 1.6329 3.8162 -0.001 -0.002 0.004
O -4.8423 7.0928 -0.4504 0.010 0.004 0.001
C -4.4399 5.8429 0.0442 -0.004 -0.009 -0.002
N -3.1443 5.4230 -0.4487 -0.008 0.007 -0.005
C -2.0515 6.1399 -0.0780 0.006 0.009 0.023
O -2.1501 7.0842 0.6915 -0.001 0.000 -0.012
C -0.7201 5.7186 -0.6172 -0.002 -0.009 -0.004
C 0.4028 6.4631 -0.2737 -0.001 -0.004 -0.003
C 1.6414 6.0490 -0.7240 0.007 0.002 0.005
C 1.7238 4.8979 -1.4962 -0.012 -0.020 0.076
N 0.6545 4.1753 -1.8356 0.017 0.110 -0.037
C -0.5342 4.5926 -1.4026 -0.024 -0.012 -0.080
H -4.2460 7.7433 -0.0567 -0.004 0.003 -0.001
H -5.1767 5.1131 -0.2828 0.000 0.001 0.003
H -4.3936 5.8534 1.1347 0.000 0.001 -0.001
H -3.1024 4.8036 -1.2388 0.007 -0.003 0.004
H 0.2789 7.3386 0.3494 -0.001 0.001 0.001
H 2.5415 6.5906 -0.4695 -0.001 0.000 0.002
H 2.6844 4.5149 -1.8203 -0.003 -0.005 -0.008
H -1.3656 3.9525 -1.6783 -0.002 0.003 0.009
C 3.3343 -1.8792 -1.5953 -0.037 0.001 0.023
S 1.6571 -1.8404 -0.9394 0.426 -0.098 0.158
O 0.7766 -1.6579 -2.1489 -0.129 0.130 -0.165
C 1.5691 -3.5734 -0.5205 -0.072 0.038 0.077
C 1.2268 -4.5053 -1.4867 0.020 -0.013 -0.003
C 1.1277 -5.8407 -1.1246 -0.007 0.010 -0.009
C 1.3654 -6.2241 0.1896 0.002 0.000 0.009
C 1.6961 -5.2763 1.1505 -0.002 -0.012 0.000
C 1.7912 -3.9373 0.7992 -0.020 -0.007 0.000
H 3.3266 -2.5411 -2.4613 0.011 0.008 -0.006
H 4.0088 -2.2476 -0.8246 -0.011 -0.004 -0.003
H 3.6361 -0.8630 -1.8565 -0.037 -0.023 -0.041
H 1.0248 -4.1745 -2.4983 -0.001 -0.006 0.004
H 0.8600 -6.5826 -1.8659 0.002 0.000 -0.003
H 1.2846 -7.2667 0.4686 0.000 0.000 0.003
H 1.8629 -5.5775 2.1762 -0.001 -0.002 0.001
H 2.0038 -3.1746 1.5399 -0.002 0.001 -0.010
C -1.5517 -3.5993 -4.1905 -0.001 -0.003 0.007
C -2.6055 -2.5273 -4.4578 -0.006 -0.013 -0.010
C -2.2394 -1.1560 -3.9069 -0.017 0.019 0.008
N -2.0163 -1.2385 -2.4759 -0.007 -0.022 0.013
C -2.0323 -0.2138 -1.6368 0.009 0.012 -0.009
S -2.3276 1.3697 -2.1174 -0.027 0.041 -0.002
N -1.7500 -0.4846 -0.3137 -0.026 -0.023 0.007
C -1.6064 -1.7091 0.3584 0.011 -0.016 -0.005
O -0.8594 -1.7768 1.3049 -0.004 0.008 0.008
C -2.4468 -2.8692 -0.0673 0.002 0.021 0.004
C -3.7524 -2.7008 -0.5221 0.010 0.012 0.002
C -4.5122 -3.8077 -0.8592 0.001 -0.006 -0.001
C -3.9653 -5.0818 -0.7596 -0.001 -0.004 -0.002
C -2.6686 -5.2508 -0.2959 -0.005 0.001 -0.002
C -1.9129 -4.1459 0.0660 0.006 -0.001 -0.001
H -1.7843 -4.5133 -4.7369 -0.003 0.001 -0.003
H -1.4999 -3.8723 -3.1323 -0.001 0.003 -0.009
H -0.5597 -3.2603 -4.4975 -0.001 -0.001 0.003
H -3.5655 -2.8373 -4.0369 0.000 0.002 0.002
H -2.7532 -2.4169 -5.5339 0.002 -0.001 0.000
H -3.0319 -0.4327 -4.0879 0.006 0.006 -0.002
H -1.3323 -0.7783 -4.3935 -0.003 -0.007 -0.010
H -1.5297 -2.0670 -2.1663 0.029 0.000 0.004
H -1.4439 0.3148 0.2321 0.006 0.007 -0.010
H -4.1719 -1.7058 -0.6051 -0.002 -0.001 -0.001
H -5.5310 -3.6789 -1.2004 -0.001 0.000 0.000
H -4.5575 -5.9452 -1.0347 -0.002 0.001 -0.001
H -2.2460 -6.2432 -0.2078 0.002 0.001 0.001
H -0.9094 -4.2615 0.4536 -0.002 -0.003 0.004
```
Positions in Å, forces in eV/Å.

Energy above the lowest of the compared OMol25 structures with the same formula, charge and spin ... 0.0 kcal/mol
Net charge ... 0
Highest occupied orbital energy ... -7.17 eV

# 2
Entry from the Open Molecules 2025 dataset: a gas-phase ion, C7H7IN (charge +1) (wB97M-V/def2-TZVPD).

Structure (XYZ):
```
16
Properties=species:S:1:pos:R:3:forces:R:3
C -1.7286 0.4984 0.1176 1.706 4.925 -0.442
C -0.4072 -0.1103 0.0317 2.237 -0.100 1.062
C -0.3865 -1.4294 0.6010 -0.557 -1.604 0.412
C 0.6084 -2.3477 0.7452 2.657 3.073 -1.027
I 0.8072 -4.1210 1.5688 0.051 -1.069 0.444
C 2.0270 -1.4084 0.2847 -3.420 0.357 -0.761
N 1.7857 -0.3776 -0.2597 1.965 -2.455 1.245
C 0.8067 0.5148 -0.4143 -3.344 -1.724 0.827
C 0.9363 1.8624 -0.8977 0.283 -1.420 -5.370
H -2.3815 -0.2349 -0.0805 -2.945 -2.081 -1.769
H -1.7324 1.4903 -0.4613 -0.643 -1.828 0.275
H -2.0667 0.8142 1.0935 0.645 0.073 0.843
H -1.3491 -1.9235 1.0113 1.304 1.195 -0.857
H 0.5018 2.5089 -0.2973 -2.404 3.136 2.715
H 0.6773 2.0954 -2.0164 -0.596 -0.930 1.910
H 1.9015 2.1686 -1.0266 3.062 0.453 0.494
```
Positions in Å, forces in eV/Å.

Energy above the lowest of the compared OMol25 structures with the same formula, charge and spin ... 45.3 kcal/mol
Net charge ... +1
Structure (SMILES) ... Cc1cc(I)c#[n+]c1C
Highest occupied orbital energy ... -13.28 eV

# 3
Entry from the Open Molecules 2025 dataset: C18H25NO5S2 in the gas phase (wB97M-V/def2-TZVPD).

Structure (XYZ):
```
51
Properties=species:S:1:pos:R:3:forces:R:3
C -1.0504 -1.2012 2.3513 0.021 -0.229 -0.165
C -0.8223 -2.4044 1.4390 -0.293 0.018 0.317
N -0.0021 -2.0795 0.2839 0.315 -0.004 0.171
C -0.4225 -1.9699 -0.9942 -0.581 -0.207 -0.017
O 0.3121 -1.6154 -1.8976 0.109 0.223 -0.437
C -1.8837 -2.2962 -1.3407 0.147 -0.464 -0.026
O -2.6624 -1.1111 -1.2043 0.157 0.233 -0.292
C -3.5954 -1.0478 -0.2507 -0.343 -0.101 0.162
O -3.8533 -1.9454 0.5066 -0.078 0.032 0.005
C -4.2560 0.3061 -0.2545 0.462 0.320 0.355
S -3.5357 1.3415 1.0706 -0.169 0.045 -0.085
C -1.9449 1.8944 0.4865 -0.336 -0.123 0.042
C -1.1876 2.5868 1.4255 -0.181 -0.153 -0.050
C 0.0441 3.0961 1.0678 -0.007 -0.005 -0.081
C 0.5567 2.9230 -0.2128 -0.149 0.022 0.043
C 1.8978 3.4810 -0.5701 0.024 -0.065 -0.002
C -0.1989 2.2068 -1.1460 -0.027 0.102 0.097
C 0.3211 1.9745 -2.5312 -0.024 0.023 0.005
C -1.4473 1.7079 -0.7916 0.052 0.029 0.017
C 1.3685 -1.6754 0.5997 -0.065 -0.304 -0.338
C 2.4441 -2.4491 -0.1844 -0.245 -0.297 -0.072
C 3.7834 -1.8710 0.2217 -0.244 0.595 0.083
S 3.4254 -0.0888 0.4433 0.009 0.155 0.095
O 3.9503 0.6930 -0.6425 -0.021 -0.141 -0.492
O 3.8015 0.3067 1.7733 -0.114 -0.190 0.422
C 1.6161 -0.2033 0.3288 0.748 -0.074 0.092
H -1.7810 -1.4637 3.1110 -0.062 0.012 0.123
H -0.1363 -0.8836 2.8460 0.120 0.049 0.080
H -1.4399 -0.3635 1.7805 -0.061 0.073 -0.024
H -1.7923 -2.7768 1.1192 0.128 -0.033 -0.033
H -0.3220 -3.2053 1.9945 -0.063 0.004 -0.065
H -2.3215 -3.1064 -0.7537 0.069 0.132 -0.090
H -1.9008 -2.5524 -2.4038 0.081 0.048 0.248
H -4.1541 0.8105 -1.2123 -0.102 -0.068 -0.028
H -5.3029 0.2075 0.0283 0.071 -0.034 -0.056
H -1.5773 2.7260 2.4224 0.007 0.045 0.167
H 0.6224 3.6389 1.8009 0.081 0.073 0.074
H 2.6198 2.6792 -0.7312 0.098 0.038 -0.071
H 1.8404 4.0684 -1.4848 0.072 0.068 -0.077
H 2.2716 4.1153 0.2293 0.060 0.058 0.026
H 1.3687 1.6804 -2.5069 0.101 -0.047 -0.084
H -0.2477 1.1949 -3.0316 0.002 -0.052 -0.059
H 0.2484 2.8895 -3.1201 0.059 0.049 -0.094
H -2.0106 1.1644 -1.5330 -0.030 -0.052 -0.049
H 1.5215 -1.8720 1.6649 -0.081 0.000 -0.050
H 2.2791 -2.2987 -1.2508 0.016 -0.066 0.126
H 2.3789 -3.5167 0.0321 0.032 0.007 -0.012
H 4.5528 -1.9857 -0.5331 0.098 0.102 -0.041
H 4.1327 -2.2354 1.1835 0.044 0.047 0.095
H 1.1658 0.4657 1.0537 0.062 0.116 0.102
H 1.3258 0.0609 -0.6824 0.035 -0.011 -0.054
```
Positions in Å, forces in eV/Å.

Energy above the lowest of the compared OMol25 structures with the same formula, charge and spin ... 0.0 kcal/mol
Net charge ... 0
Structure (SMILES) ... CCN(C(=O)COC(=O)CSc1ccc(C)c(C)c1)[C@H]1CCS(=O)(=O)C1
Highest occupied orbital energy ... -8.23 eV

# 4
Entry from the Open Molecules 2025 dataset: 2 unconnected molecules or ions with the total composition C2H4ClIN2O (wB97M-V/def2-TZVPD).

Structure (XYZ):
```
11
Properties=species:S:1:pos:R:3:forces:R:3
H 2.1010 -1.8813 -1.2156 -0.202 -0.104 0.461
N 2.0879 -1.1659 -0.4841 -0.293 0.058 -0.560
C 0.9924 -1.0550 0.1371 0.639 -1.473 -1.572
O -0.0681 -1.8966 -0.0440 -1.225 0.690 1.924
C 0.8879 0.0433 1.0952 0.093 0.482 1.808
I 2.7457 1.0919 1.5196 -0.788 -0.091 -0.134
N -0.1770 0.1199 1.7168 0.230 -3.056 -3.402
H -0.4882 0.6661 2.4016 -0.631 3.211 3.353
H -0.7898 -1.7817 0.6971 2.151 0.294 -1.894
Cl -1.9341 1.7208 -1.5506 -2.287 -2.986 -0.937
H -1.2295 2.6284 -1.2572 2.313 2.974 0.952
```
Positions in Å, forces in eV/Å.

Energy above the lowest of the compared OMol25 structures with the same formula, charge and spin ... 24.8 kcal/mol
Net charge ... 0
Structure (SMILES) ... [H]/N=C(O)/C(I)=N/[H].Cl
Highest occupied orbital energy ... -9.43 eV

Number 1: strongest force on any atom 0.465 eV Å⁻¹. Number 2: strongest force on any atom 5.562 eV Å⁻¹. Number 3: strongest force on any atom 0.757 eV Å⁻¹. Number 4: strongest force on any atom 4.685 eV Å⁻¹.